30
Properties=species:S:1:pos:R:3:lowdin_charge:R:1 method="wB97M-V/def2-TZVPD" total_energy_ev=-19620.680 max_force_ev_per_a=5.048 charge=+1
C 0.322 1.643 0.944 -0.141
C 2.064 1.904 -0.810 0.016
C 1.229 -0.761 0.444 -0.504
C 2.755 0.612 -1.247 -0.090
C -1.072 -0.184 0.071 -0.176
C -3.833 1.068 -0.191 -0.066
C 3.584 -0.495 0.686 -0.070
C -0.159 -2.099 -1.097 0.028
C -3.360 -0.162 0.543 -0.250
N 1.247 1.948 0.102 0.096
N 2.426 -0.376 -0.132 -0.097
N 0.065 -0.783 -0.425 0.040
N -0.917 1.097 0.612 0.168
O 1.054 -1.197 1.556 0.126
O -2.279 -0.783 -0.067 0.029
H 0.567 1.789 2.033 0.170
H 2.372 0.454 -2.320 0.148
H 3.869 0.940 -1.279 0.151
H -3.634 0.869 -1.318 0.129
H -4.930 1.175 -0.139 0.091
H -3.341 2.068 0.173 0.112
H 4.471 -0.746 -0.015 0.126
H 3.662 0.452 1.275 0.118
H 3.574 -1.433 1.332 0.122
H -1.180 -2.224 -1.322 0.068
H 0.456 -2.258 -2.017 0.113
H 0.154 -2.912 -0.325 0.144
H -4.206 -1.024 0.450 0.200
H -3.150 0.042 1.539 0.105
H -1.808 1.376 0.944 0.094



29
Properties=species:S:1:pos:R:3:lowdin_charge:R:1 method="wB97M-V/def2-TZVPD" total_energy_ev=-17007.793 max_force_ev_per_a=1.045 charge=+2
C -2.758 -2.230 0.670 0.015
C -3.387 -1.057 0.271 0.039
C -1.436 -2.100 0.294 -0.014
C 0.189 2.857 1.500 0.096
C 0.649 1.644 1.205 -0.125
C 3.291 -1.749 -0.527 -0.115
C 1.629 0.068 -0.308 0.014
C 0.811 2.126 -1.320 -0.017
C 1.054 1.237 -0.139 -0.270
N 2.305 -0.937 -0.370 0.189
N -2.475 -0.276 -0.311 -0.156
N -1.282 -0.901 -0.287 0.124
N -2.539 0.999 -0.799 0.153
N 3.794 -2.500 0.428 0.210
H -3.213 -3.064 1.165 0.128
H -4.415 -0.764 0.374 0.154
H -0.626 -2.793 0.400 0.137
H -0.051 3.113 2.518 0.084
H 0.058 3.634 0.768 0.079
H 0.793 0.910 1.985 0.114
H 3.660 -1.890 -1.540 0.176
H -0.214 2.490 -1.318 0.079
H 1.022 1.621 -2.259 0.097
H 1.475 2.988 -1.247 0.114
H -0.441 -0.463 -0.656 0.133
H -2.707 1.040 -1.805 0.134
H -3.241 1.555 -0.318 0.132
H 4.533 -3.160 0.228 0.148
H 3.520 -2.400 1.397 0.147



29
Properties=species:S:1:pos:R:3:lowdin_charge:R:1 method="wB97M-V/def2-TZVPD" total_energy_ev=-17005.689 max_force_ev_per_a=3.917 charge=+2
C -1.187 -2.133 -0.521 0.002
C -0.434 -1.131 -2.613 0.018
C -0.628 -1.100 0.152 -0.011
C 0.107 -0.071 -1.956 0.018
C -1.162 -2.208 -1.997 -0.174
C 0.035 -0.024 -0.553 -0.250
C 1.272 0.039 2.775 -0.140
C -1.808 -3.318 -2.742 -0.010
C 1.167 3.324 0.169 0.028
N 1.826 -0.851 2.322 0.388
N 0.694 1.118 3.113 -0.041
N 0.481 1.017 0.213 0.138
N 1.014 2.000 4.093 0.070
N 0.691 2.084 -0.472 -0.005
H -1.737 -2.973 0.010 0.151
H -0.281 -1.269 -3.683 0.136
H -0.638 -0.992 1.244 0.104
H 0.368 0.819 -2.415 0.090
H -1.335 -3.486 -3.735 0.113
H -1.797 -4.214 -1.979 0.140
H -2.857 -2.968 -2.734 0.121
H 0.474 4.053 -0.235 0.110
H 1.118 3.250 1.257 0.088
H 2.115 3.639 -0.173 0.092
H 2.392 -1.674 2.236 0.164
H -0.077 1.310 2.327 0.212
H 0.656 1.809 5.002 0.107
H 1.985 2.438 4.136 0.163
H 0.604 2.176 -1.512 0.179



30
Properties=species:S:1:pos:R:3:lowdin_charge:R:1 method="wB97M-V/def2-TZVPD" total_energy_ev=-27839.951 max_force_ev_per_a=3.679 charge=+2 smiles="C1=NCCN1[N+]1=NCC([N@H+]2CCSC2)=C1"
C 0.515 0.466 0.325 0.144
C 4.029 -0.924 0.414 -0.056
C -0.546 -0.319 0.350 -0.170
C -0.104 -1.750 0.206 -0.083
C 4.899 1.069 0.001 -0.114
C 3.397 1.325 0.143 -0.081
C -2.502 -0.019 -1.084 -0.082
C -4.005 0.358 -0.905 -0.431
C -2.893 -0.717 1.183 -0.384
N 5.076 -0.348 0.174 0.133
N 1.322 -1.679 0.258 0.141
N 2.873 0.003 0.326 -0.015
N 1.682 -0.439 0.209 -0.059
N -1.925 0.051 0.383 -0.130
S -4.536 0.086 0.827 0.961
H 0.706 1.496 0.680 0.164
H 3.734 -1.997 0.540 0.155
H -0.294 -2.543 1.004 0.187
H -0.358 -1.993 -0.879 0.181
H 5.284 1.422 -0.910 0.126
H 5.505 1.454 0.734 0.112
H 3.097 2.053 0.940 0.150
H 2.991 1.758 -0.792 0.144
H -2.587 -1.137 -1.232 0.145
H -1.794 0.644 -1.640 0.162
H -4.285 1.492 -1.088 0.128
H -4.558 -0.362 -1.628 0.125
H -2.779 -1.856 0.842 0.155
H -2.647 -0.646 2.300 0.141
H -2.185 0.978 0.600 0.152



27
Properties=species:S:1:pos:R:3:lowdin_charge:R:1 method="wB97M-V/def2-TZVPD" total_energy_ev=-15158.323 max_force_ev_per_a=2.326
C -1.384 1.459 -0.372 -0.508
C 1.266 -0.632 -0.609 -0.079
C 1.801 0.372 0.141 -0.127
C -0.026 -1.162 -0.520 -0.189
C -1.027 -0.711 0.524 -0.578
C -1.401 2.917 0.047 0.011
C 3.161 0.923 -0.062 -0.099
C -0.380 -2.320 -1.383 -0.040
C -0.668 -1.325 1.893 0.041
N -1.674 1.013 -1.483 0.267
O -0.997 0.695 0.720 -0.020
O -2.320 -1.118 0.207 0.016
H 1.889 -1.075 -1.381 0.118
H 1.210 0.823 0.922 0.101
H -1.123 3.538 -0.800 0.081
H -0.707 3.055 0.870 0.083
H -2.402 3.184 0.374 0.085
H 3.092 1.906 -0.536 0.079
H 3.668 1.069 0.891 0.073
H 3.765 0.282 -0.700 0.073
H 0.001 -2.172 -2.391 0.086
H -1.454 -2.482 -1.418 0.078
H 0.091 -3.222 -0.982 0.094
H -1.057 -2.337 1.918 0.094
H -1.149 -0.740 2.671 0.092
H 0.406 -1.329 2.043 0.085
H -2.582 -0.609 -0.583 0.083



27
Properties=species:S:1:pos:R:3:lowdin_charge:R:1 method="wB97M-V/def2-TZVPD" total_energy_ev=-15159.415 max_force_ev_per_a=3.311
C -2.012 -3.021 0.443 0.018
C -1.568 -1.870 -0.419 -0.530
C -0.649 0.340 -0.390 -0.194
C 0.749 0.062 -0.987 -0.049
C 1.925 1.267 0.825 -0.097
C 0.614 1.302 1.628 -0.127
C -0.594 1.427 0.672 -0.343
C -0.603 2.820 0.093 -0.077
C 3.078 -0.151 -0.649 -0.032
H -2.853 -2.680 1.031 0.083
H -1.184 -3.303 1.086 0.088
H -2.356 -3.890 -0.135 0.092
H -1.455 0.530 -1.114 0.151
H 0.802 -0.742 -1.743 0.124
H 0.217 2.994 -0.620 0.085
H 2.824 1.032 1.425 0.115
H 2.133 2.291 0.468 0.127
H 0.508 0.394 2.269 0.130
H 0.655 2.231 2.223 0.117
H -1.497 1.380 1.258 0.135
H -1.533 3.103 -0.444 0.091
H -0.540 3.570 0.885 0.079
H 3.296 -0.856 -1.494 0.087
H 3.874 0.171 0.013 0.049
N 1.870 0.255 -0.338 -0.196
O -1.540 -1.782 -1.629 0.085
O -1.163 -0.852 0.373 -0.009



28
Properties=species:S:1:pos:R:3:lowdin_charge:R:1 method="wB97M-V/def2-TZVPD" total_energy_ev=-25988.908 max_force_ev_per_a=2.938 smiles="O=[N+]([O-])C1=CC1.C/C=C/CC.C=S"
C -3.963 1.634 1.203 -0.065
C -1.752 4.900 3.531 -0.500
C 2.297 -0.721 -0.878 -0.269
C 0.999 -1.465 -0.872 -0.156
C -3.498 3.060 1.070 -0.012
C -4.637 2.876 1.694 -0.194
C 3.454 -1.634 -0.462 -0.113
C -0.933 -2.635 -1.928 -0.111
C 0.345 -1.863 -1.950 -0.179
N -5.693 3.396 2.433 -0.373
O -6.545 2.620 2.823 0.095
O -5.682 4.597 2.645 0.075
S -1.672 3.310 3.303 0.710
H -3.461 0.985 1.908 0.080
H -4.364 1.122 0.338 0.088
H -2.431 5.523 2.964 0.007
H -1.173 5.380 4.308 -0.002
H 2.237 0.116 -0.178 0.102
H 0.609 -1.707 0.110 0.107
H -2.774 3.696 0.624 0.091
H 4.370 -1.060 -0.347 0.065
H 3.614 -2.401 -1.215 0.071
H 3.232 -2.123 0.484 0.069
H -0.783 -3.623 -2.365 0.071
H -1.298 -2.755 -0.911 0.069
H -1.695 -2.127 -2.518 0.069
H 0.731 -1.636 -2.936 0.103
H 2.495 -0.322 -1.875 0.103



25
Properties=species:S:1:pos:R:3:lowdin_charge:R:1 method="wB97M-V/def2-TZVPD" total_energy_ev=-18861.600 max_force_ev_per_a=3.799 smiles="C=C(C)P(C(=C)C)C(=C)C"
C 0.302 -0.099 -2.843 -0.019
C -2.070 2.072 0.683 -0.030
C -0.977 -2.495 0.983 -0.050
C 0.238 0.466 -1.643 -0.569
C -1.100 1.152 0.895 -0.503
C -0.141 -1.676 0.352 -0.444
C 1.302 1.374 -1.165 -0.101
C -0.287 1.017 2.149 -0.114
C 1.335 -1.800 0.151 -0.125
P -1.054 -0.091 -0.530 1.069
H -0.502 -0.788 -3.095 0.048
H 0.926 0.050 -3.675 0.048
H -2.541 1.750 -0.299 0.027
H -2.353 3.048 1.023 0.052
H -2.041 -2.530 0.887 0.040
H -0.595 -3.400 1.440 0.054
H 2.099 1.376 -1.907 0.090
H 1.688 0.996 -0.238 0.047
H 0.889 2.291 -1.040 0.044
H -0.706 1.614 2.931 0.058
H 0.736 1.258 2.040 0.050
H -0.420 -0.027 2.613 0.098
H 1.929 -2.460 0.872 0.097
H 1.770 -0.792 0.237 0.042
H 1.574 -2.306 -0.822 0.092